Formula: C3H10NS2
Source: OMol25
Level of theory: wB97M-V/def2-TZVPD

Geometry as ORCA input:
```
! wB97M-V def2-TZVPD RIJCOSX def2/J DEFGRID3
* xyz 1 1
C 1.71 -0.54 2.38
S 0.89 0.79 1.43
S 2.33 1.10 -0.03
H 1.99 -1.33 1.64
H 1.01 -0.90 3.20
H 2.66 -0.16 2.81
H 3.02 2.15 0.70
C -2.04 -0.16 -1.26
C -2.05 0.81 -2.19
N -0.84 -0.78 -0.77
H -2.97 -0.52 -0.80
H -3.00 1.28 -2.62
H -1.12 1.00 -2.68
H -0.17 -1.09 -1.47
H -0.39 -0.03 -0.19
H -1.03 -1.61 -0.15
*
```

Output
Strongest force on any atom ... 3.62 eV/Å
Lowest unoccupied orbital energy ... -3.49 eV
Energy above the lowest of the compared OMol25 structures with the same formula, charge and spin ... 1.624 eV
Highest occupied orbital energy ... -13.228 eV
E_tot ... -971.13485 hartree